1) 2 unconnected molecules or ions with the total composition C4H12N2O2. Source: the Open Molecules 2025 dataset; level of theory: the ωB97M-V functional and the def2-TZVPD basis.

XYZ file:
```
20
Properties=species:S:1:pos:R:3:lowdin_charge:R:1
C -0.1179 0.4659 1.7120 -0.057
N -0.4268 0.2672 0.3059 -0.143
C -0.0644 -1.0160 -0.2777 -0.055
C -1.3278 1.1683 -0.2207 -0.468
O -1.5154 2.2505 0.2976 0.068
C -2.1229 0.7571 -1.4365 -0.200
N -2.0619 1.7795 -2.4641 0.007
H 0.6816 -0.2058 2.0301 0.081
H -0.9920 0.2431 2.3345 0.095
H 0.1731 1.4816 1.9548 0.082
H 0.6699 -0.8558 -1.0603 0.090
H 0.4751 -1.6463 0.4292 0.083
H -0.9259 -1.5481 -0.6633 0.075
H -3.1715 0.5995 -1.1508 0.123
H -1.8737 -0.2279 -1.8418 0.088
H -1.2556 2.3840 -2.4870 0.070
H -2.2820 1.4650 -3.3915 0.061
O 5.4051 -2.4685 1.5832 -0.071
H 5.6807 -1.7463 2.1659 0.035
H 5.0524 -3.1468 2.1805 0.036
```

Results
SMILES string: CN(C)C(=O)CN.O
Net charge: 0
HOMO-LUMO gap in eV: 9.55

---

2) 2 unconnected molecules or ions with the total composition C4H12N2O2. Source: the Open Molecules 2025 dataset; level of theory: the ωB97M-V functional and the def2-TZVPD basis.

XYZ file:
```
20
Properties=species:S:1:pos:R:3:lowdin_charge:R:1
C -1.6925 1.0260 -1.4099 -0.050
C -0.9398 -0.3117 -1.1495 -0.448
N -1.8302 -1.3201 -0.6907 0.019
C 0.1147 -0.0820 -0.0316 -0.109
C 1.5649 -0.4212 -0.2580 -0.542
N 2.2799 -0.6232 0.9017 0.140
O 2.0184 -0.5505 -1.3767 0.062
H -2.7652 0.8953 -1.6508 0.075
H -1.2569 1.5122 -2.2838 0.077
H -1.6491 1.5950 -0.4793 0.068
H -0.3243 -0.5378 -2.0593 0.136
H -1.4610 -2.2642 -0.7796 0.083
H -2.6575 -1.3800 -1.2793 0.073
H 0.2381 0.9884 0.2961 0.126
H -0.2162 -0.4586 0.9501 0.113
H 3.2832 -0.6385 0.8644 0.107
H 1.7923 -1.1308 1.6144 0.095
O 1.2772 1.3636 3.2052 -0.061
H 1.7776 1.4193 2.3785 0.024
H 0.4464 0.9188 3.2380 0.013
```

Results
SMILES string: C[C@H](N)CC(N)=O.O
Net charge: 0
HOMO-LUMO gap in eV: 10.19

---

Most stable structure, least stable structure: 2), 1).

---

1) C10H12N4O5 in the gas phase. Source: the Open Molecules 2025 dataset; level of theory: the ωB97M-V functional and the def2-TZVPD basis.

XYZ file:
```
31
Properties=species:S:1:pos:R:3:lowdin_charge:R:1
O 5.2203 0.5723 -0.0830 0.089
C 4.0245 0.5821 0.0563 -0.403
N 3.3948 1.7282 0.6081 0.152
C 2.0708 1.8679 0.8335 -0.152
N 1.1773 0.9772 0.5724 0.147
C 1.6797 -0.1570 0.0215 -0.201
C 3.0275 -0.4131 -0.2422 -0.137
N 3.1555 -1.6595 -0.7849 0.147
C 1.9527 -2.1312 -0.8509 -0.120
N 0.9965 -1.2757 -0.3615 0.062
C -0.4271 -1.4930 -0.3770 -0.215
O -1.0176 -0.6945 -1.3713 0.004
C -2.0958 0.0568 -0.8379 -0.244
C -2.2012 1.4203 -1.5213 -0.204
O -3.3354 2.1160 -1.0843 -0.039
C -1.8057 0.1858 0.6719 -0.286
O -2.9329 0.4326 1.4499 0.011
C -1.1063 -1.1554 0.9727 -0.232
O -2.1018 -2.0883 1.3119 0.009
H 4.0285 2.4849 0.8401 0.160
H 1.7375 2.8002 1.2685 0.132
H 1.7012 -3.0973 -1.2386 0.130
H -0.5791 -2.5560 -0.6243 0.170
H -3.0404 -0.4941 -0.9804 0.171
H -1.2786 1.9865 -1.3241 0.126
H -2.3062 1.2881 -2.5999 0.131
H -3.3675 2.0805 -0.1177 0.081
H -1.0968 1.0028 0.8418 0.137
H -3.4107 -0.4029 1.5528 0.103
H -0.3632 -1.0602 1.7710 0.161
H -1.7004 -2.9038 1.6268 0.112
```

Results
SMILES string: O=c1[nH]cnc2c1ncn2[C@@H]1O[C@H](CO)[C@@H](O)[C@H]1O
Net charge: 0
HOMO-LUMO gap in eV: 9.11

---

2) C10H12N4O5 in the gas phase. Source: the Open Molecules 2025 dataset; level of theory: the ωB97M-V functional and the def2-TZVPD basis.

XYZ file:
```
31
Properties=species:S:1:pos:R:3:lowdin_charge:R:1
O -1.7123 -2.8109 -1.6262 -0.038
C -1.4964 -1.4288 -1.6801 -0.204
C -2.3379 -0.6862 -0.6372 -0.214
O -1.9934 -1.1348 0.6826 -0.029
C -1.2384 -0.1511 1.3372 -0.225
N 0.1784 -0.3379 1.1123 0.079
C 0.8966 -1.3943 1.6252 -0.113
N 2.1312 -1.4317 1.2534 0.149
C 2.2883 -0.3463 0.4322 -0.139
C 3.3579 0.1931 -0.2940 -0.324
O 4.5688 -0.3444 -0.2993 0.124
N 3.1574 1.2924 -1.0114 0.137
C 1.9587 1.8548 -1.0242 -0.194
N 0.8750 1.4542 -0.3917 0.137
C 1.0618 0.3502 0.3280 -0.220
C -1.7794 1.1827 0.8085 -0.241
O -2.9286 1.5713 1.5113 0.010
C -2.1268 0.8470 -0.6640 -0.270
O -3.2496 1.5395 -1.1157 0.005
H -1.6154 -3.0919 -0.7074 0.088
H -1.7875 -1.1012 -2.6797 0.138
H -0.4322 -1.1925 -1.5244 0.124
H -3.3937 -0.9369 -0.7900 0.164
H -1.4211 -0.2684 2.4142 0.176
H 0.4388 -2.1128 2.2763 0.137
H 5.1433 0.1920 -0.8677 0.128
H 1.8587 2.7474 -1.6251 0.113
H -1.0642 2.0001 0.8902 0.151
H -3.5216 0.8105 1.5859 0.119
H -1.2778 1.0989 -1.3088 0.137
H -3.6566 1.9779 -0.3504 0.095
```

Results
SMILES string: OC[C@H]1O[C@@H](n2cnc3c(O)ncnc32)[C@H](O)[C@@H]1O
Net charge: 0
HOMO-LUMO gap in eV: 9.81

---

Most stable structure, least stable structure: 1), 2).

---

1) C7H10N2 in the gas phase. Source: the Open Molecules 2025 dataset; level of theory: the ωB97M-V functional and the def2-TZVPD basis.

XYZ file:
```
19
Properties=species:S:1:pos:R:3:lowdin_charge:R:1
C 3.0451 0.2437 -0.0423 -0.051
C 1.5088 0.1627 0.0689 -0.322
C 1.1307 -1.2280 -0.0267 -0.119
N -0.0939 -1.5057 -0.0592 0.080
C -1.0672 -0.6181 0.0253 -0.237
C -2.5205 -1.2083 0.0440 -0.042
C -0.7136 0.7988 -0.0412 -0.163
C -1.6376 2.0517 -0.0528 -0.029
N 0.6398 1.0896 0.0767 0.135
H 3.3343 0.9659 0.8037 0.096
H 3.5270 -0.7407 0.1223 0.064
H 3.5580 0.6502 -0.9231 0.070
H 1.8681 -2.0346 0.0770 0.114
H -2.4839 -2.1770 -0.4334 0.050
H -3.2009 -0.6310 -0.6411 0.074
H -3.0879 -1.4052 1.0153 0.091
H -2.3712 2.0568 -0.8699 0.077
H -2.2373 2.0301 0.8630 0.077
H -1.2015 2.9832 0.0124 0.036
```

Results
SMILES string: Cc1cnc(C)c(C)n1
Net charge: 0
HOMO-LUMO gap in eV: 9.73

---

2) C7H10N2 in the gas phase. Source: the Open Molecules 2025 dataset; level of theory: the ωB97M-V functional and the def2-TZVPD basis.

XYZ file:
```
19
Properties=species:S:1:pos:R:3:lowdin_charge:R:1
C 2.6772 -0.8358 0.1105 0.047
C 1.4422 -0.2169 0.2171 -0.185
C 1.1590 1.1971 -0.3943 -0.158
N -0.1463 1.6522 0.1582 0.006
C -0.5937 0.5737 1.0296 -0.254
C -0.0436 -0.6023 0.2812 -0.336
N -1.1774 -1.4477 0.3210 -0.027
C -2.1022 -0.4935 -0.4083 -0.149
C -1.6039 0.9347 -0.0072 -0.094
H 2.8708 -1.9320 0.1896 0.062
H 3.5624 -0.2527 0.0368 0.032
H 1.9651 1.9228 -0.1089 0.129
H 1.3055 1.1847 -1.4573 0.110
H -0.4853 0.7702 2.1535 0.179
H -0.0441 -0.2780 -0.7654 0.122
H -1.1663 -2.3495 -0.2403 0.137
H -2.1290 -0.8352 -1.4795 0.119
H -3.1368 -0.6811 0.0645 0.136
H -2.3535 1.6895 0.2994 0.127
```

Results
SMILES string: C=C1CN2[C@@H]3[C@@H]1NC[C@@H]32
Net charge: 0
HOMO-LUMO gap in eV: 9.40

---

3) A molecular structure, C7H10N2. Source: the Open Molecules 2025 dataset; level of theory: the ωB97M-V functional and the def2-TZVPD basis.

XYZ file:
```
19
Properties=species:S:1:pos:R:3:lowdin_charge:R:1
C 1.1881 -0.2615 -0.0935 -0.404
C 0.8062 -1.2333 -1.2190 -0.054
C -1.2346 0.5969 -0.3662 -0.268
C 0.0927 0.7372 0.1925 -0.220
N 1.6055 -0.9280 1.1332 0.054
C -2.0031 1.1774 -1.2655 0.099
C -0.0594 1.4534 1.3951 0.061
C -1.5049 -0.0010 0.9962 -0.274
N -1.8653 -1.0287 1.5118 0.151
H 2.0374 0.3586 -0.4185 0.148
H 2.4089 -1.5212 0.9613 0.077
H 0.8555 -1.5050 1.4981 0.072
H 1.6418 -1.9069 -1.4213 0.077
H 0.5872 -0.6978 -2.1463 0.080
H -0.0705 -1.8126 -0.9134 0.084
H -3.0461 0.9035 -1.3506 0.076
H -1.5830 1.8577 -1.9959 0.074
H -0.6007 2.3910 1.3914 0.092
H 0.7443 1.4205 2.1107 0.075
```

Results
Net charge: 0
HOMO-LUMO gap in eV: 7.75

---

4) 2 unconnected molecules or ions with the total composition C7H10N2. Source: the Open Molecules 2025 dataset; level of theory: the ωB97M-V functional and the def2-TZVPD basis.

XYZ file:
```
19
Properties=species:S:1:pos:R:3:lowdin_charge:R:1
C -1.2615 0.4315 -1.7724 -0.127
C -0.7503 1.0893 -2.9515 -0.205
C -0.3008 -0.4851 -1.5252 -0.020
C 1.5554 0.0790 1.4833 -0.119
C 1.0887 -1.3036 1.9792 -0.112
C 0.1521 -0.2887 1.6023 -0.311
C -1.1475 0.2086 1.8516 -0.083
N 0.3370 0.5137 -3.4132 0.001
N 0.5948 -0.5025 -2.5403 -0.050
H -2.0873 0.6085 -0.9889 0.097
H -1.0910 1.9839 -3.6255 0.131
H 1.9192 0.8291 2.1900 0.098
H 1.9158 0.3289 0.4772 0.094
H 1.1625 -2.0951 1.2768 0.080
H 1.2380 -1.4885 3.1444 0.149
H -1.9315 -0.4586 2.3390 0.105
H -1.5671 0.4490 0.8042 0.060
H -1.2214 1.1831 2.3483 0.082
H 1.3950 -1.0824 -2.6792 0.132
```

Results
Net charge: 0
HOMO-LUMO gap (spin up / spin down) in eV: 10.00 / 6.04

---

Most stable structure, least stable structure: 1), 4).

---

1) 9 unconnected molecules or ions with the total composition BF4H16O8. Source: the Open Molecules 2025 dataset; level of theory: the ωB97M-V functional and the def2-TZVPD basis.

XYZ file:
```
29
Properties=species:S:1:pos:R:3:lowdin_charge:R:1
B 1.0784 0.0708 0.5619 -1.245
F 2.3320 0.3137 -0.0261 0.129
F 0.0695 -0.0684 -0.4506 0.085
F 1.0782 -1.0781 1.3639 0.119
F 0.7035 1.1100 1.3523 0.159
O 2.1945 -2.9899 -0.6631 -0.054
H 2.4264 -2.1145 -0.2902 0.035
H 1.7811 -2.8111 -1.5094 0.037
O -0.7189 -2.7427 -0.2105 -0.073
H 0.2023 -2.6304 0.0867 -0.001
H -0.7241 -2.3784 -1.1060 0.029
O -2.6729 1.1436 -0.0860 -0.070
H -2.2013 0.3518 -0.3127 0.006
H -2.4897 1.2918 0.8843 0.022
O 1.9561 0.2841 -2.6590 -0.007
H 1.8933 0.2785 -1.7248 -0.030
H 2.8562 0.3904 -2.8061 0.003
O -1.7043 1.6962 2.4403 -0.012
H -1.8073 2.5056 2.9367 0.063
H -0.8426 1.4864 2.1801 -0.015
O -0.9963 0.8697 -2.8487 -0.066
H -0.3863 0.2320 -3.2500 0.019
H -0.9737 0.8046 -1.8943 -0.029
O -0.2721 2.9841 -0.5158 -0.048
H -1.0794 2.5019 -0.4071 -0.024
H 0.2819 2.5767 0.1712 0.015
O -0.6861 -1.3965 3.3377 -0.044
H -1.3592 -1.4463 2.6875 0.008
H 0.0605 -1.2354 2.7579 -0.009
```

Results
Net charge: -1
HOMO-LUMO gap in eV: 10.38

---

2) 9 unconnected molecules or ions with the total composition BF4H16O8. Source: the Open Molecules 2025 dataset; level of theory: the ωB97M-V functional and the def2-TZVPD basis.

XYZ file:
```
29
Properties=species:S:1:pos:R:3:lowdin_charge:R:1
B 0.5336 -0.2124 1.1817 -1.434
F 0.0716 -0.5714 -0.0623 0.155
F 1.5796 -0.9874 1.4627 0.204
F 0.8746 1.1016 1.1717 0.178
F -0.4774 -0.4744 2.0847 0.140
O 1.9476 2.2306 -0.8223 -0.066
H 2.3036 1.5566 -1.4283 0.051
H 1.7306 1.7536 -0.0013 0.001
O 0.1656 -2.6404 -1.8703 -0.045
H 0.3246 -1.9104 -1.3153 -0.035
H 0.0936 -2.5264 -2.8283 0.038
O -0.3914 1.2126 -2.4963 -0.034
H 0.0566 1.8916 -2.0113 0.003
H 0.0976 0.4356 -2.2733 0.016
O -3.1964 0.1346 1.5107 -0.057
H -3.5994 -0.7164 1.6997 0.024
H -2.2844 -0.0234 1.7957 0.002
O -1.7134 1.9236 -0.2363 -0.038
H -1.6264 1.5536 -1.0923 -0.010
H -1.2274 1.3826 0.3977 0.011
O 3.0586 -2.6014 -0.1213 -0.051
H 2.5416 -3.4014 -0.1543 0.024
H 2.6996 -2.1614 0.6387 -0.012
O -0.6504 -3.1694 1.5127 -0.026
H -1.5974 -3.0854 1.5597 0.027
H -0.2714 -2.5254 2.0817 -0.008
O -0.2174 4.2916 -0.0193 -0.073
H -0.0644 3.4686 0.4267 -0.013
H -0.7614 4.0696 -0.7903 0.027
```

Results
Net charge: -1
HOMO-LUMO gap in eV: 10.49

---

3) 9 unconnected molecules or ions with the total composition BF4H16O8. Source: the Open Molecules 2025 dataset; level of theory: the ωB97M-V functional and the def2-TZVPD basis.

XYZ file:
```
29
Properties=species:S:1:pos:R:3:lowdin_charge:R:1
B -0.3920 8.6490 25.3420 -1.258
F 0.4660 9.7740 25.2970 0.095
F -0.5770 8.3600 23.9940 0.126
F 0.2720 7.6540 26.0360 0.142
F -1.5910 9.0090 25.9330 0.165
O -2.2140 7.9460 21.7870 -0.019
H -1.5240 8.2440 21.1970 0.054
H -2.7760 7.4560 21.2020 0.049
O -1.2540 5.3600 26.2050 0.003
H -0.7760 6.1400 26.3440 -0.010
H -0.8160 4.9760 25.4720 0.041
O -3.4830 8.7500 24.0830 -0.077
H -2.8050 8.5520 23.3870 0.010
H -2.9520 8.8970 24.8580 -0.013
O -3.7900 6.3330 25.6520 -0.059
H -3.6740 7.1020 25.1210 -0.039
H -2.9220 6.0960 25.9510 -0.037
O 2.7370 6.9650 25.0980 -0.071
H 2.7570 7.6610 24.4170 -0.003
H 2.0140 7.1860 25.6820 -0.004
O 2.6400 9.4480 23.8480 -0.064
H 1.9950 9.6940 24.5030 -0.005
H 2.8700 10.3960 23.6560 0.078
O -0.8940 11.1120 23.3140 -0.031
H -0.4310 10.7310 22.5700 0.028
H -0.6260 10.5050 23.9790 -0.035
O 1.0010 6.8920 22.5840 -0.039
H 0.2670 7.3870 22.8910 -0.035
H 1.1010 6.2910 23.3070 0.008
```

Results
Net charge: -1
HOMO-LUMO gap in eV: 10.03

---

Most stable structure, least stable structure: 1), 2).